Entry 1:
The following is a quantum chemistry calculation of 2 unconnected molecules or ions with the total composition C5H14, from the OMol25 dataset.

XYZ file:
```
19
Properties=species:S:1:pos:R:3
C -0.77 1.00 0.04
C -0.72 2.42 -0.54
C -0.83 1.03 1.58
H -1.66 0.45 -0.29
H 0.14 0.47 -0.21
H 0.25 2.89 -0.34
H -1.50 1.78 1.99
H -1.15 0.05 1.97
H -1.49 3.03 -0.06
H -0.87 2.39 -1.62
H 0.18 1.11 2.01
C 1.54 -1.83 -1.10
C 0.53 -2.27 -0.05
H 1.72 -0.76 -1.04
H 2.46 -2.42 -1.03
H 1.15 -2.01 -2.10
H 0.55 -3.37 0.00
H -0.45 -1.84 -0.19
H 0.91 -2.11 0.97
```

Calculated values
2S+1   2
Frontier orbital gap (alpha / beta)   2.64 / 11.93 eV
Expectation value of S²   0.75
Total charge   -1

Entry 2:
The following is a quantum chemistry calculation of 2 unconnected molecules or ions with the total composition C5H14, from the OMol25 dataset.

XYZ file:
```
19
Properties=species:S:1:pos:R:3
C 2.17 -2.10 -0.21
C 0.96 -2.18 -1.20
H 3.05 -1.62 -0.77
H 1.91 -1.47 0.70
H 2.51 -3.12 0.17
H 0.27 -2.82 -0.71
H 1.26 -2.77 -2.04
H 0.41 -1.32 -1.48
C -0.96 1.85 0.96
C -1.99 0.79 1.01
C -0.30 1.85 -0.48
H -1.36 2.78 1.15
H -0.09 1.91 1.83
H -2.45 0.68 0.13
H 0.18 2.84 -0.80
H -2.69 1.12 1.62
H -1.55 -0.07 1.56
H 0.40 0.92 -0.62
H -1.09 1.69 -1.22
```

Calculated values
2S+1   2
Frontier orbital gap (alpha / beta)   2.69 / 11.75 eV
Expectation value of S²   0.75
Total charge   -1

Entry 3:
The following is a quantum chemistry calculation of 2 unconnected molecules or ions with the total composition C5H14, from the OMol25 dataset.

XYZ file:
```
19
Properties=species:S:1:pos:R:3
C -2.03 0.65 -1.26
C -3.12 0.71 -0.18
H -1.53 -0.32 -1.30
H -2.44 0.76 -2.26
H -1.25 1.38 -1.04
H -3.82 1.52 -0.44
H -2.63 1.03 0.73
H -3.75 -0.18 -0.21
C 1.26 -0.67 0.29
C 1.93 -1.22 1.59
C 2.10 0.44 -0.39
H 1.11 -1.50 -0.41
H 0.25 -0.36 0.55
H 2.85 -0.66 1.83
H 1.45 1.23 -0.74
H 2.89 0.85 0.25
H 2.69 -0.03 -1.17
H 1.28 -1.18 2.44
H 2.41 -2.17 1.30
```

Calculated values
2S+1   2
Frontier orbital gap (alpha / beta)   2.65 / 11.83 eV
Expectation value of S²   0.75
Total charge   -1

Entry 4:
The following is a quantum chemistry calculation of 2 unconnected molecules or ions with the total composition C5H14, from the OMol25 dataset.

XYZ file:
```
19
Properties=species:S:1:pos:R:3
C -1.75 0.47 0.81
C -2.79 0.99 1.80
H -2.00 -0.49 0.34
H -1.70 1.16 -0.09
H -0.72 0.49 1.13
H -3.78 0.87 1.34
H -2.54 1.99 2.14
H -2.88 0.34 2.69
C 1.89 -0.18 -0.62
C 1.27 -1.40 0.02
C 1.56 0.11 -2.10
H 1.65 0.70 0.03
H 2.95 -0.24 -0.42
H 1.77 -2.31 -0.36
H 0.18 -1.51 0.01
H 1.29 -0.78 -2.67
H 0.82 0.92 -2.14
H 1.40 -1.49 1.12
H 2.49 0.50 -2.53
```

Calculated values
2S+1   2
Frontier orbital gap (alpha / beta)   2.71 / 11.73 eV
Expectation value of S²   0.75
Total charge   -1

Entry 5:
The following is a quantum chemistry calculation of 2 unconnected molecules or ions with the total composition C5H14, from the OMol25 dataset.

XYZ file:
```
19
Properties=species:S:1:pos:R:3
C 1.46 -0.47 2.07
C 1.66 1.02 2.28
H 1.39 -1.10 2.96
H 0.55 -0.69 1.51
H 2.18 -0.85 1.34
H 2.16 1.55 1.48
H 0.72 1.55 2.49
H 2.25 1.19 3.20
C -1.50 -0.65 -1.80
C -0.08 -0.48 -2.33
C -1.85 0.36 -0.71
H -2.29 -0.54 -2.54
H -1.64 -1.63 -1.36
H 0.59 -0.02 -1.60
H -2.78 0.12 -0.19
H -1.13 0.54 0.11
H -0.07 0.17 -3.20
H 0.37 -1.44 -2.60
H -2.01 1.36 -1.12
```

Calculated values
2S+1   2
Frontier orbital gap (alpha / beta)   2.74 / 11.93 eV
Expectation value of S²   0.75
Total charge   -1

Entry 6:
The following is a quantum chemistry calculation of 2 unconnected molecules or ions with the total composition C5H14, from the OMol25 dataset.

XYZ file:
```
19
Properties=species:S:1:pos:R:3
C 1.64 0.23 -0.63
C 1.27 -0.58 0.61
C 2.08 -1.75 0.95
H 0.97 0.47 -1.50
H 2.17 -0.38 -1.46
H 2.05 1.16 -0.40
H 1.36 0.18 1.51
H 0.22 -0.96 0.30
H 2.76 -1.44 1.89
H 1.44 -2.67 1.22
H 2.86 -2.05 0.35
C -2.50 0.30 -0.16
C -2.09 1.75 -0.55
H -3.39 0.18 0.33
H -2.46 -0.42 -1.14
H -1.84 -0.30 0.57
H -2.15 2.31 0.41
H -1.33 1.93 -1.18
H -3.05 2.04 -1.12
```

Calculated values
Frontier orbital gap   11.41 eV
Structure (SMILES)   CCC.CC
Total charge   0

Entry 7:
The following is a quantum chemistry calculation of 2 unconnected molecules or ions with the total composition C5H14, from the OMol25 dataset.

XYZ file:
```
19
Properties=species:S:1:pos:R:3
C 1.87 1.54 -1.34
C 0.59 0.65 -1.19
C 0.81 -0.73 -1.55
H 2.24 1.90 -2.22
H 2.58 1.00 -0.65
H 1.81 2.59 -0.90
H 0.28 0.86 -0.25
H -0.31 1.06 -1.74
H 1.14 -1.11 -2.52
H 1.36 -1.47 -0.96
H -0.14 -1.39 -1.23
C -1.19 -0.35 2.48
C -1.86 -0.88 1.22
H -1.83 0.20 3.12
H -0.91 -1.20 3.11
H -0.31 0.18 2.29
H -2.09 -1.96 1.28
H -1.23 -0.59 0.25
H -2.79 -0.30 0.80
```

Calculated values
Frontier orbital gap   11.60 eV
Structure (SMILES)   CCC.CC
Total charge   0

Entry 8:
The following is a quantum chemistry calculation of 2 unconnected molecules or ions with the total composition C5H14, from the OMol25 dataset.

XYZ file:
```
19
Properties=species:S:1:pos:R:3
C -1.35 -1.56 1.44
C -0.85 -0.15 1.75
C 0.65 -0.08 1.72
H -0.56 -2.43 1.47
H -1.91 -1.62 0.46
H -2.20 -1.74 2.21
H -1.36 0.57 1.13
H -1.29 0.05 2.79
H 1.14 -0.17 2.64
H 1.35 -0.68 0.96
H 0.87 1.00 1.33
C 0.12 1.30 -2.23
C 1.33 0.42 -2.32
H -0.71 0.71 -1.76
H 0.31 2.23 -1.71
H -0.44 1.67 -3.14
H 2.34 0.99 -2.32
H 1.21 -0.30 -3.06
H 1.35 -0.21 -1.35
```

Calculated values
Frontier orbital gap   12.00 eV
Structure (SMILES)   CCC.CC
Total charge   0

Entry 9:
The following is a quantum chemistry calculation of 2 unconnected molecules or ions with the total composition C5H14, from the OMol25 dataset.

XYZ file:
```
19
Properties=species:S:1:pos:R:3
C -0.45 2.64 0.85
C 0.24 1.26 0.84
C 1.35 1.17 -0.19
H 0.01 3.38 1.51
H -1.51 2.58 1.10
H -0.39 3.08 -0.15
H 0.56 0.92 1.83
H -0.58 0.59 0.57
H 1.32 1.99 -0.91
H 2.37 0.97 0.16
H 1.29 0.30 -0.88
C 0.14 -2.61 -0.98
C -1.26 -2.30 -0.44
H 0.28 -3.67 -1.21
H 0.43 -2.04 -1.86
H 0.88 -2.38 -0.22
H -2.01 -3.06 -0.63
H -1.60 -1.35 -0.85
H -1.21 -2.11 0.63
```

Calculated values
Frontier orbital gap   12.18 eV
Structure (SMILES)   CCC.CC
Total charge   0

Entry 10:
The following is a quantum chemistry calculation of 2 unconnected molecules or ions with the total composition C5H14, from the OMol25 dataset.

XYZ file:
```
19
Properties=species:S:1:pos:R:3
C -2.01 0.04 0.68
C -0.98 -0.95 1.19
C 0.15 -0.24 1.97
H -2.80 -0.50 0.16
H -1.56 0.88 0.04
H -2.55 0.59 1.42
H -1.48 -1.69 1.87
H -0.64 -1.70 0.46
H 0.62 0.55 1.34
H -0.42 -0.02 2.86
H 1.09 -0.83 2.03
C 1.53 1.17 -1.40
C 1.17 -0.23 -2.05
H 1.66 1.86 -2.21
H 0.63 1.55 -0.95
H 2.54 1.21 -0.99
H 0.07 -0.27 -2.21
H 1.39 -0.89 -1.21
H 1.59 -0.54 -2.97
```

Calculated values
Frontier orbital gap   12.08 eV
Structure (SMILES)   CCC.CC
Total charge   0

Entry 11:
The following is a quantum chemistry calculation of 2 unconnected molecules or ions with the total composition C5H14, from the OMol25 dataset.

XYZ file:
```
19
Properties=species:S:1:pos:R:3
C 2.62 0.22 0.41
C 1.33 0.87 -0.13
C 0.84 1.96 0.80
H 3.14 1.12 0.82
H 2.51 -0.47 1.21
H 3.31 -0.12 -0.37
H 1.52 1.14 -1.22
H 0.45 0.21 -0.20
H 1.57 2.74 1.10
H -0.12 2.41 0.49
H 0.52 1.46 1.74
C -1.56 -1.38 -0.15
C -2.85 -1.50 -0.98
H -1.08 -2.33 -0.34
H -0.93 -0.59 -0.57
H -1.67 -1.22 0.92
H -2.72 -1.91 -1.97
H -3.28 -0.51 -1.10
H -3.61 -2.10 -0.45
```

Calculated values
Frontier orbital gap   12.04 eV
Structure (SMILES)   CCC.CC
Total charge   0

Entry 12:
The following is a quantum chemistry calculation of 2 unconnected molecules or ions with the total composition C5H14, from the OMol25 dataset.

XYZ file:
```
19
Properties=species:S:1:pos:R:3
C 0.61 -1.55 0.83
C -0.46 -2.25 0.00
C -1.43 -1.22 -0.51
H 1.25 -0.94 0.30
H 1.02 -2.40 1.34
H -0.04 -0.94 1.60
H -0.01 -2.75 -0.79
H -1.01 -2.97 0.48
H -1.80 -0.51 0.36
H -0.72 -0.58 -1.00
H -2.37 -1.56 -1.06
C 1.32 2.35 -0.01
C -0.17 2.03 -0.39
H 1.66 2.20 0.89
H 2.07 1.88 -0.76
H 1.42 3.45 0.12
H -0.62 1.35 0.21
H -0.71 2.89 -0.30
H -0.03 1.53 -1.31
```

Calculated values
Frontier orbital gap   12.11 eV
Structure (SMILES)   CCC.CC
Total charge   0

Entry 13:
The following is a quantum chemistry calculation of 2 unconnected molecules or ions with the total composition C5H14, from the OMol25 dataset.

XYZ file:
```
19
Properties=species:S:1:pos:R:3
C -1.69 0.17 0.41
C -2.38 1.17 -0.51
C -1.46 2.03 -1.35
H -1.40 0.52 1.40
H -2.11 -0.83 0.32
H -0.61 -0.03 0.20
H -3.02 0.58 -1.19
H -3.15 1.74 0.06
H -2.04 2.74 -1.96
H -0.57 2.46 -0.92
H -0.88 1.34 -2.04
C 2.33 -1.55 1.44
C 2.84 -1.66 -0.05
H 1.70 -0.69 1.60
H 1.94 -2.49 1.85
H 3.11 -1.34 2.17
H 2.74 -2.65 -0.50
H 3.91 -1.67 -0.07
H 2.45 -0.90 -0.71
```

Calculated values
Frontier orbital gap   11.95 eV
Structure (SMILES)   CCC.CC
Total charge   0

The following ΔE to the lowest compared entry with this formula, charge and spin values (in kcal per mole) correspond, in order, to the records above: 5.06, 39.39, 13.88, 10.65, 7.20, 65.06, 51.79, 35.30, 11.52, 28.64, 15.32, 51.70, 24.71.